Record 1
DFT (ωB97M-V/def2-TZVPD) results for C4H5LiMgO2 as an isolated structure in a non-equilibrium geometry.

The geometry in XYZ format:
```
13
Properties=species:S:1:pos:R:3:nbo_charge:R:1
H 2.31 -0.86 1.02 0.1526
C 1.54 -1.04 0.26 0.2048
C 0.24 -1.20 0.67 -0.6486
O 1.94 -0.99 -0.99 -1.0748
Mg 3.80 -1.20 -1.85 0.0786
H 0.08 -1.52 1.70 0.2140
H -0.49 -1.54 -0.08 0.1755
C -1.17 1.13 1.01 -0.5818
C -1.00 1.52 -0.28 0.6668
O -0.53 1.26 -1.34 -0.6245
Li 0.65 -0.14 -2.03 0.9078
H -0.58 1.66 1.76 0.2666
H -2.14 0.71 1.27 0.2631
```

Summary:
**Energy above the lowest of the compared OMol25 structures with the same formula, charge and spin**: 0.0 kJ/mol
**Maximum force**: 0.0561 hartree/bohr
**DFT total energy**: -513.4429 a.u.

***

Record 2
DFT (ωB97M-V/def2-TZVPD) results for C44H33IrN3O2PS2 as an isolated structure in a non-equilibrium geometry.

The geometry in XYZ format:
```
86
Properties=species:S:1:pos:R:3:lowdin_spin:R:1
Ir -0.38 -0.02 -0.14 0.2251
C 2.82 -1.49 4.98 0.0004
C 3.77 -1.08 4.05 0.0004
C 3.41 -0.85 2.73 0.0004
C 2.08 -1.02 2.35 0.0027
C 1.13 -1.43 3.28 0.0008
C 1.50 -1.67 4.60 0.0000
P 1.59 -0.97 0.62 0.0004
C 2.97 -0.32 -0.36 0.0005
C 3.72 -1.12 -1.21 0.0013
C 4.77 -0.56 -1.94 0.0001
C 5.05 0.79 -1.82 -0.0001
C 4.29 1.59 -0.98 0.0001
C 3.25 1.04 -0.25 0.0000
C 1.31 -2.70 0.23 0.0353
C 2.19 -3.75 0.48 0.0386
C 1.79 -5.06 0.23 0.0116
C 0.52 -5.33 -0.21 0.0659
C -0.40 -4.29 -0.42 0.0049
C -1.74 -4.53 -0.82 0.2261
C -2.64 -3.49 -0.96 0.0423
C -2.25 -2.18 -0.74 0.1174
C -0.91 -1.85 -0.40 0.1399
C 0.01 -2.95 -0.21 0.0310
H 3.12 -1.68 6.00 0.0000
H 4.80 -0.95 4.36 0.0000
H 4.16 -0.53 2.02 0.0000
H 0.10 -1.60 2.98 -0.0002
H 0.76 -1.99 5.32 0.0000
H 3.51 -2.18 -1.30 0.0011
H 5.38 -1.19 -2.57 0.0000
H 5.88 1.22 -2.37 0.0000
H 4.52 2.65 -0.88 0.0000
H 2.67 1.67 0.42 0.0001
H 3.18 -3.55 0.87 0.0010
H 2.48 -5.88 0.41 -0.0006
H 0.20 -6.35 -0.38 0.0019
H -2.06 -5.55 -0.99 0.0087
H -3.67 -3.70 -1.23 -0.0013
H -2.99 -1.40 -0.81 0.0029
S -3.14 0.36 -5.19 0.0000
C -4.17 0.75 -6.50 0.0004
C -5.11 1.67 -6.14 0.0000
C -4.99 2.07 -4.79 0.0003
C -3.97 1.45 -4.13 0.0000
C -3.55 1.63 -2.74 0.0005
C -2.57 0.78 -2.19 -0.0001
N -2.11 0.92 -0.96 -0.0006
C -2.59 1.91 -0.17 0.0007
C -3.60 2.78 -0.61 0.0004
C -4.08 3.78 0.30 -0.0002
C -3.56 3.90 1.54 0.0005
C -2.49 3.04 1.98 0.0003
C -1.90 3.15 3.25 0.0011
C -0.85 2.32 3.62 0.0004
C -0.42 1.38 2.67 0.0016
N -0.97 1.24 1.46 0.0105
C -2.01 2.06 1.12 0.0017
C -0.18 2.40 4.91 0.0001
C 0.92 1.69 5.33 -0.0001
C 1.31 2.02 6.64 0.0000
C 0.50 2.96 7.20 -0.0001
S -0.73 3.46 6.15 0.0000
C -4.06 2.62 -1.92 -0.0003
H -4.03 0.27 -7.45 0.0000
H -5.86 2.04 -6.82 0.0000
H -5.66 2.78 -4.33 0.0000
H -2.17 -0.05 -2.76 0.0005
H -4.87 4.45 -0.03 0.0000
H -3.92 4.66 2.22 0.0000
H -2.26 3.91 3.93 0.0000
H 0.42 0.73 2.88 0.0002
H 1.45 0.97 4.72 0.0000
H 2.16 1.58 7.16 0.0000
H 0.57 3.39 8.19 0.0000
H -4.82 3.30 -2.29 0.0000
N 1.77 -0.78 -5.11 0.0003
C 1.38 0.22 -4.06 0.0014
C 0.74 -0.57 -2.92 0.0014
O 0.41 0.22 -1.95 0.0123
O 0.59 -1.77 -3.00 0.0081
H 1.35 -0.59 -6.01 0.0000
H 1.43 -1.70 -4.76 0.0002
H 2.78 -0.84 -5.23 0.0000
H 0.67 0.93 -4.48 0.0000
H 2.26 0.75 -3.71 0.0000
```

Summary:
**Energy above the lowest of the compared OMol25 structures with the same formula, charge and spin**: 81.5 kJ/mol
**Maximum force**: 0.0198 hartree/bohr
**Multiplicity**: 2
**Total charge**: +3
**DFT total energy**: -3252.5301 a.u.

***

Record 3
DFT (ωB97M-V/def2-TZVPD) results for a 2-piece molecular cluster, C4H9NOS overall in a non-equilibrium geometry.

The geometry in XYZ format:
```
16
Properties=species:S:1:pos:R:3:nbo_charge:R:1
C -2.22 -1.19 0.36 -0.4754
C -1.25 -2.21 -0.21 -0.4754
C -0.79 -1.08 0.58 0.0182
C 1.62 2.40 0.49 -0.8062
N 0.50 0.57 -0.93 -0.8109
O 2.90 1.06 -1.42 -0.9765
S 2.01 0.76 -0.29 1.3578
H -2.70 -0.53 -0.34 0.2397
H -2.84 -1.44 1.21 0.2260
H -1.17 -3.21 0.22 0.2252
H -1.11 -2.20 -1.28 0.2309
H -0.14 -0.95 1.42 0.2073
H 2.54 2.81 0.88 0.2266
H 0.90 2.22 1.28 0.2207
H 1.20 3.04 -0.27 0.2375
H 0.53 -0.06 -1.72 0.3545
```

Summary:
**Energy above the lowest of the compared OMol25 structures with the same formula, charge and spin**: 609.0 kJ/mol
**Maximum force**: 0.0383 hartree/bohr
**DFT total energy**: -685.7870 a.u.

***

What is the DFT total energy in the third record? -685.7870 a.u.

***

The highest energy above the lowest of the compared OMol25 structures with the same formula, charge and spin belongs to which entry? C4H9NOS